A gas-phase ion, C5H6N (charge +1) in a non-equilibrium geometry. Source: the OMol25 dataset; level of theory: ωB97M-V/def2-TZVPD.

Cartesian coordinates (Å):
1 N -1.71162 0.30039 -0.14962
2 C 1.01026 -0.10762 0.14870
3 C 0.44217 1.40493 -0.10883
4 C -1.59233 -0.99581 -0.00099
5 C 0.03986 -1.25292 0.04340
6 C -0.99104 1.24900 -0.10386
7 H -2.32556 -1.65344 -0.39346
8 H 1.20592 -0.30395 1.23746
9 H 0.40722 -2.30084 0.25195
10 H 0.84887 2.10759 0.64459
11 H 0.93748 1.75414 -0.94466
12 H 1.72876 -0.20145 -0.62469

For the HOMO-LUMO gap (alpha / beta), the calculation gives 7.60 / 7.59 eV. The lowest unoccupied orbital energy (alpha / beta) is -6.4 / -6.3 eV. For the electronic energy, the calculation gives -6759.6043 eV. Its relative energy (zero: lowest compared OMol25 entry of this formula, charge and spin) is 5.573 eV. Its multiplicity is 1. For the strongest force on any atom, the calculation gives 0.146 Eh/bohr. Its SMILES is C1#[N+]C=CCC1. Its highest occupied orbital energy (alpha / beta) is -0.5151 / -0.5117 hartree. Its net charge is +1.

Partial atomic charges computed with the natural (NBO) method, in multiples of e:
1 N -0.24
2 C -0.47
3 C -0.51
4 C -0.07
5 C 0.00
6 C 0.61
7 H 0.26
8 H 0.29
9 H 0.27
10 H 0.29
11 H 0.28
12 H 0.28